98
Properties=species:S:1:pos:R:3:forces:R:3 method="wB97M-V/def2-TZVPD" multiplicity=1 orbital_gap_ev=7.897 charge=0 largest_force_ev_per_a=2.352
C 2.2458 4.8625 1.9050 -0.6637 0.8149 -0.4191
C 0.9992 3.9610 1.7134 0.4032 -0.1863 0.0522
C 1.0435 2.6015 2.4809 -0.9486 -0.6150 -1.5820
C 1.0723 1.4256 1.4366 0.4925 0.5748 0.3147
O 2.1695 2.5954 3.3717 0.3845 -0.7350 0.7024
S 1.9729 1.5229 4.6292 -0.6729 0.7048 1.4146
O 1.6244 2.3377 5.8094 1.0722 -1.1172 -1.7703
O 3.5301 0.9387 4.8427 -1.1365 1.0545 -0.2311
C 3.7211 -0.2220 4.0347 0.1657 -0.3916 -1.7298
C 4.1165 0.1038 2.5566 1.0896 0.2755 0.3146
C 5.6740 0.2046 2.4004 -1.2125 -0.1655 -0.9073
S 6.0864 -0.0079 0.5982 -0.2786 0.1462 0.0437
H 3.0696 4.5817 1.2296 -0.1972 -0.1683 0.5273
H 2.5790 4.9604 2.9450 -0.0396 -0.2929 -0.3490
H 1.9518 5.8807 1.5824 0.1772 -0.4052 0.1054
H 0.9269 3.7402 0.6316 -0.0598 0.0607 0.4515
H 0.0655 4.4847 1.9734 0.4505 0.0003 0.0903
H 0.0897 2.4637 3.0310 0.5708 0.2266 0.1624
H 1.9486 1.5308 0.7697 -0.2593 -0.0758 0.3625
H 0.1881 1.4992 0.7803 0.1914 -0.0776 0.4473
H 1.0929 0.4373 1.9224 -0.0691 0.3220 -0.2056
H 2.8059 -0.8424 3.9904 0.3450 0.2181 0.4086
H 4.5581 -0.7948 4.4589 -0.5271 0.1903 0.2693
H 3.7547 -0.6679 1.8568 0.0451 0.0831 0.5137
H 3.7126 1.0649 2.2072 -0.1055 -0.3698 0.3317
H 6.1484 -0.6320 2.9315 0.0615 0.4066 -0.1885
H 6.0444 1.1846 2.7262 -0.0304 -0.4505 0.0952
H 4.8623 0.2311 0.0181 0.6445 -0.0618 0.6471
N -3.0221 -1.2996 1.3310 0.0464 0.0041 -0.0142
C -2.4676 -2.5220 1.5926 0.0515 -0.1374 -0.0102
C -1.5340 -2.3557 2.5830 -0.0566 -0.0112 -0.1408
C -1.5278 -0.9786 2.9296 0.0243 0.1461 0.0472
C -2.4614 -0.3536 2.1468 0.1050 0.1401 -0.0382
H -3.7325 -1.1250 0.6471 -0.1909 -0.1628 0.1044
H -2.7818 -3.3993 1.0515 0.0344 0.0083 0.0089
H -0.9216 -3.1340 3.0077 -0.0358 0.0073 0.0034
H -0.9119 -0.4986 3.6737 -0.0399 -0.0167 0.0235
H -2.7711 0.6779 2.0966 -0.0249 -0.0281 0.0883
N -3.6314 2.9364 4.3315 -0.0296 -0.1081 0.0766
C -2.8186 2.5489 5.3630 0.0786 0.0026 0.0086
C -3.6185 2.1947 6.4180 0.1338 -0.0114 -0.0532
C -4.9648 2.3693 6.0057 -0.0941 0.0348 -0.1241
C -4.9418 2.8257 4.7131 -0.0446 0.0060 0.0152
H -3.3158 3.2531 3.4351 0.0097 0.0552 -0.0083
H -1.7454 2.5607 5.2591 -0.0165 0.0158 0.0647
H -3.2751 1.8475 7.3784 0.0045 0.0065 -0.0242
H -5.8503 2.1817 6.5905 0.0147 0.0044 -0.0163
H -5.7397 3.0814 4.0360 -0.0005 0.0018 0.0410
N -3.3902 0.2518 -1.7139 -0.0036 -0.0285 0.0092
C -4.3994 -0.5066 -2.2422 -0.1222 0.0649 0.0484
C -4.4566 -0.2509 -3.5897 0.0155 -0.0978 0.0867
C -3.4376 0.6934 -3.8832 0.1095 0.0685 0.0469
C -2.7971 0.9808 -2.7049 -0.0275 0.0908 -0.0746
H -3.1203 0.2705 -0.7475 0.1355 0.0058 -0.0142
H -4.9866 -1.1594 -1.6163 -0.0554 0.0213 -0.0643
H -5.1498 -0.6937 -4.2859 0.0086 0.0156 0.0171
H -3.2011 1.1129 -4.8471 -0.0057 -0.0119 0.0205
H -1.9732 1.6380 -2.4830 0.0398 -0.0577 -0.0775
N -2.7677 -3.2808 -2.4950 0.0687 -0.0876 0.0670
C -3.5178 -4.3220 -2.9689 0.0352 0.0110 0.0125
C -2.9510 -5.4895 -2.5222 -0.1508 0.0483 -0.1093
C -1.8179 -5.1367 -1.7451 0.1109 0.0299 0.1043
C -1.7334 -3.7667 -1.7452 0.0874 0.0740 -0.0569
H -2.9488 -2.3058 -2.6705 -0.0329 -0.0424 -0.0775
H -4.3857 -4.1437 -3.5817 0.0230 -0.0262 -0.0025
H -3.3099 -6.4841 -2.7302 0.0069 0.0206 0.0110
H -1.1419 -5.8101 -1.2425 -0.0568 -0.0037 0.0286
H -1.0279 -3.0974 -1.2794 -0.0044 -0.0328 0.0174
N -0.8532 4.4171 -2.2537 0.0714 0.0533 0.0482
C 0.2556 3.9050 -2.8680 0.0239 -0.0880 -0.0487
C 1.0701 4.9542 -3.2099 0.0098 -0.1612 0.0114
C 0.4286 6.1440 -2.7785 -0.1072 0.0684 0.0865
C -0.7548 5.7802 -2.1885 0.0308 0.0209 -0.0312
H -1.6192 3.8750 -1.9011 -0.0589 0.0301 -0.0063
H 0.3675 2.8415 -3.0080 0.0065 0.0155 0.0185
H 2.0214 4.8770 -3.7117 -0.0125 0.0251 0.0161
H 0.7938 7.1519 -2.8867 -0.0088 -0.0207 0.0035
H -1.5312 6.3706 -1.7319 0.0262 0.0117 -0.0295
N 1.2931 -6.0219 -2.7599 0.1488 -0.0183 -0.0504
C 2.2643 -6.1401 -1.8038 -0.0334 0.0035 0.0095
C 3.0192 -7.2456 -2.1033 0.0208 0.0965 0.1127
C 2.4852 -7.8124 -3.2881 -0.0869 -0.0131 -0.1187
C 1.4226 -7.0336 -3.6706 -0.0228 0.0051 0.0157
H 0.5914 -5.3026 -2.7884 -0.0540 -0.0351 -0.0025
H 2.3337 -5.4312 -0.9955 0.0187 -0.0259 -0.0064
H 3.8613 -7.6058 -1.5351 -0.0162 0.0121 -0.0100
H 2.8394 -8.6907 -3.8027 -0.0090 0.0194 0.0067
H 0.7498 -7.1128 -4.5080 0.0163 -0.0185 0.0175
N 2.3564 1.0374 -4.0602 -0.0242 -0.0907 0.0833
C 1.5975 0.0037 -4.5395 -0.0136 -0.0111 -0.0111
C 2.1419 -1.1673 -4.0771 -0.1544 0.0432 -0.0492
C 3.2687 -0.8264 -3.2853 0.0794 0.1005 0.1044
C 3.3743 0.5410 -3.2913 0.0157 0.0008 0.0213
H 2.1922 2.0096 -4.2442 0.0336 0.0220 -0.0435
H 0.7408 0.1897 -5.1659 0.0270 -0.0315 -0.0083
H 1.7720 -2.1583 -4.2842 0.0155 0.0173 -0.0076
H 3.9273 -1.5065 -2.7697 -0.0026 0.0108 -0.0219
H 4.0830 1.2006 -2.8183 0.0165 -0.0272 -0.0266